{"formula": "C12H5IN2S", "method": "wB97M-V/def2-TZVPD", "species": ["C", "H", "C", "C", "C", "C", "H", "C", "C", "H", "N", "N", "C", "H", "C", "S", "I", "C", "C", "H", "C"], "positions_angstrom": [[-2.688, 0.207, -2.874], [1.532, 0.501, 4.058], [2.924, 0.498, 2.408], [1.925, 0.327, 0.192], [-0.434, -0.061, -0.089], [0.662, 0.250, 0.779], [-1.934, 0.870, -3.264], [3.052, 0.494, 1.007], [-1.390, -0.277, -0.816], [-0.399, 0.202, 2.656], [-3.498, -1.447, -1.458], [5.339, 0.890, -0.177], [1.672, 0.451, 2.982], [1.992, 0.224, -0.883], [4.289, 0.702, 0.343], [-4.175, -0.217, -3.698], [-6.259, -2.703, -2.323], [-4.483, -1.361, -2.350], [0.547, 0.323, 2.179], [3.816, 0.630, 3.027], [-2.491, -0.503, -1.700]], "forces_ev_per_a": [[-0.016, -0.689, 0.498], [0.205, -0.056, -0.182], [0.842, 0.636, -0.310], [-0.030, 0.128, 0.638], [-1.847, 0.027, -0.786], [0.314, -0.602, 0.209], [-0.294, 0.307, -0.249], [-1.111, -0.149, 0.053], [1.226, -0.032, 0.931], [-0.646, 0.079, 0.058], [-1.995, 0.593, -1.134], [-3.767, -0.655, 1.755], [-0.405, -0.132, -0.106], [0.241, 0.148, 0.048], [4.591, 0.587, -1.665], [0.790, -0.713, 1.995], [1.734, 1.353, -0.038], [1.512, -0.522, 0.718], [0.399, -0.158, -0.530], [-0.311, -0.125, -0.275], [-1.430, -0.024, -1.627]], "de_lowest_kcal_mol": 4.3, "homo_ev": -8.84, "energy_ev": -34438.404, "orbital_gap_ev": 8.33, "smiles": "N#Cc1cccc(C#Cc2csc(I)n2)c1"}

=====

{"formula": "C7H12ClN5O", "method": "wB97M-V/def2-TZVPD", "species": ["H", "Cl", "C", "H", "N", "C", "O", "C", "H", "H", "C", "H", "C", "H", "H", "H", "N", "N", "H", "H", "C", "H", "N", "H", "N", "C"], "positions_angstrom": [[2.409, -2.445, 0.385], [2.666, 3.269, 0.369], [-0.032, -2.597, -0.527], [2.979, -1.366, -0.986], [-2.320, -1.201, 0.185], [1.310, 0.850, 0.139], [3.460, 1.108, -0.743], [2.485, -1.419, 0.044], [0.549, -2.593, -1.434], [0.246, -3.466, 0.128], [2.582, 1.614, -0.127], [-1.093, -2.843, -0.517], [1.264, -0.573, -0.044], [-3.050, -0.587, 0.197], [3.260, -1.075, 0.694], [-2.437, -2.142, 0.358], [0.088, -1.265, -0.017], [-1.089, 0.862, 0.404], [-2.331, 3.572, 0.438], [-2.007, 2.879, -1.035], [-1.130, -0.659, 0.117], [-0.067, 2.630, 0.200], [-2.533, 2.773, -0.114], [-2.766, 1.534, 1.367], [-2.555, 1.600, 0.310], [0.110, 1.541, 0.208]], "forces_ev_per_a": [[-0.903, -0.236, -0.450], [-0.356, -0.084, 0.222], [0.070, -2.848, 0.970], [-0.463, -0.368, 1.129], [3.470, 0.592, -0.431], [-0.784, -0.596, -1.109], [0.090, -0.099, 0.151], [0.912, -0.067, -2.228], [-0.476, -0.721, -0.615], [0.812, 1.269, -0.128], [0.515, -0.299, -0.480], [0.361, 0.123, -1.518], [1.057, 0.706, 2.532], [-2.669, 1.839, 0.056], [0.257, 1.177, 0.388], [-0.705, -2.273, 0.265], [-2.001, 1.689, 0.153], [3.052, -3.290, -1.580], [0.227, 0.697, 1.270], [-1.898, -0.170, 0.981], [0.915, 5.601, 1.950], [0.746, -0.476, 0.139], [2.022, 4.003, -4.043], [-0.039, 0.491, -1.977], [-1.101, -5.110, 3.456], [-3.110, -1.550, 0.895]], "de_lowest_kcal_mol": 9.7, "homo_ev": -17.25, "energy_ev": -29453.297, "orbital_gap_ev": 8.11, "total_charge": 2, "smiles": "Cc1c(C(=O)Cl)cn(NN)c(=[NH2+])[n+]1C"}